Here is a 5-piece molecular cluster, C32H43BF3N7O2P overall in a non-equilibrium geometry from the OMol25 dataset. Energies are from ωB97M-V/def2-TZVPD.

Properties
* Kohn-Sham gap: 6.66 eV
* relative energy (zero: lowest compared OMol25 entry of this formula, charge and spin): 63.5 kcal/mol
* HOMO: -11.187 eV
* total charge: +1
* E: -66512.8363 eV

Geometry as XYZ:
```
89
Properties=species:S:1:pos:R:3:mulliken_charge:R:1
C -4.03 0.65 -0.65 -0.5985
B -4.00 0.07 0.86 0.4672
O -5.18 0.28 1.69 -0.5573
C -2.78 -0.77 1.55 -0.0573
C -1.71 0.05 2.47 -1.0043
C -0.29 -0.56 2.07 0.1434
P 1.20 0.03 3.06 0.5603
N 1.56 -1.17 4.09 -0.7600
N -0.37 -1.43 1.06 0.5203
C 0.87 -2.05 0.54 -0.5809
C 1.34 -1.31 -0.81 -0.6490
C 1.80 0.18 -0.60 0.4478
F 0.82 1.21 -0.70 -0.1788
C 3.11 0.62 -0.35 -0.0201
F 3.34 1.96 0.02 -0.2252
F 4.25 -0.17 -0.48 -0.1710
C -1.80 -1.62 0.61 -0.0164
C -2.23 -3.15 0.28 -1.0680
C -2.92 -3.88 1.53 0.1370
O -2.08 -3.62 2.69 -0.6052
C -3.11 -5.46 1.37 -0.6057
N -3.51 -5.99 2.72 -0.6698
H -5.14 0.83 -0.90 0.2824
H -3.55 1.71 -0.73 0.1898
H -3.64 -0.06 -1.45 0.2752
H -5.63 -0.60 1.65 0.3241
H -3.34 -1.34 2.37 -0.0969
H -2.05 -0.07 3.56 0.2826
H -1.56 1.16 2.24 0.4340
H 0.94 1.19 3.87 0.1615
H 2.34 0.17 2.20 0.0475
H 0.89 -1.94 3.96 0.2618
H 0.69 -3.15 0.28 0.3238
H 1.75 -2.03 1.26 0.2026
H 2.09 -1.94 -1.41 0.4804
H 0.40 -1.26 -1.48 0.2676
H -1.80 -1.12 -0.42 0.4780
H -2.97 -3.20 -0.58 0.3726
H -1.32 -3.78 -0.02 0.3138
H -3.94 -3.41 1.74 0.2828
H -2.63 -3.35 3.45 0.3667
H -2.11 -5.95 1.11 0.3174
H -3.88 -5.77 0.60 0.2854
H -2.67 -6.07 3.33 0.3363
H -4.06 -5.24 3.18 0.2808
N -2.63 3.38 -2.03 -0.3228
C -1.55 3.58 -1.25 0.2144
C -0.66 4.63 -1.42 -0.5981
C -0.88 5.51 -2.46 -0.2386
C -1.98 5.33 -3.29 -0.5546
C -2.82 4.25 -3.03 -0.4533
H -1.42 2.86 -0.45 0.1375
H 0.19 4.74 -0.76 0.3727
H -0.20 6.34 -2.63 0.4044
H -2.19 6.00 -4.11 0.4936
H -3.69 4.07 -3.64 0.4423
N 10.11 -1.96 -0.54 -0.5320
C 9.16 -2.76 -1.05 -0.2334
C 7.82 -2.43 -1.12 -0.5171
C 7.43 -1.19 -0.62 0.0614
C 8.38 -0.34 -0.09 -0.4444
C 9.70 -0.77 -0.07 -0.2381
H 9.52 -3.72 -1.42 0.3563
H 7.10 -3.11 -1.54 0.3496
H 6.39 -0.89 -0.66 0.5355
H 8.11 0.63 0.30 0.3472
H 10.49 -0.14 0.34 0.3503
N -4.57 7.29 -4.80 -0.3881
C -4.73 7.78 -3.56 0.0875
C -5.18 9.06 -3.29 -0.6571
C -5.46 9.90 -4.36 -0.1517
C -5.30 9.41 -5.65 -0.4172
C -4.86 8.11 -5.82 -0.2275
H -4.49 7.09 -2.75 0.3425
H -5.29 9.41 -2.27 0.3503
H -5.81 10.91 -4.20 0.3682
H -5.51 10.04 -6.51 0.3546
H -4.72 7.69 -6.81 0.3596
N 1.87 -4.96 3.27 -0.3647
C 2.12 -6.19 2.79 -0.2237
C 3.37 -6.61 2.36 -0.4229
C 4.42 -5.71 2.43 -0.2631
C 4.19 -4.44 2.93 -0.6735
C 2.90 -4.11 3.33 -0.1758
H 1.26 -6.86 2.75 0.3789
H 3.52 -7.62 1.99 0.3820
H 5.42 -6.00 2.11 0.4069
H 4.99 -3.71 3.00 0.4077
H 2.67 -3.13 3.72 0.6159
```